No. 1
Here is 10 unconnected molecules or ions with the total composition C30H70N10O10 at a distorted geometry from the OMol25 dataset. Energies are from wB97M-V/def2-TZVPD.

```
120
Properties=species:S:1:pos:R:3:mulliken_charge:R:1
H 13.682 16.606 18.236 0.2327
H 14.793 9.907 22.560 0.1626
H 12.666 10.542 17.072 -0.2355
N 14.954 15.211 19.027 0.3385
O 13.443 7.555 17.643 -0.6017
C 8.967 10.284 17.482 -0.6966
H 10.878 12.141 20.342 0.1856
C 6.303 12.105 15.054 -0.7646
N 12.098 11.483 18.784 1.2840
H 13.375 12.124 17.137 0.0509
H 12.566 15.373 23.928 0.3154
H 14.840 8.228 14.742 0.3313
H 5.447 12.526 20.168 0.2907
C 14.237 13.098 22.673 0.4848
H 11.396 13.089 23.712 0.3096
H 14.004 12.120 22.158 0.0326
H 13.809 17.173 13.068 0.3047
H 14.113 14.442 15.622 -0.2268
C 6.036 13.364 17.153 -0.0869
H 11.277 8.014 16.488 0.4456
C 14.213 8.899 15.364 -0.7258
O 13.516 13.126 13.676 -0.5461
H 16.430 10.031 17.683 0.0808
C 4.370 13.574 15.445 -1.0719
H 10.145 14.492 15.401 0.3157
O 13.189 14.663 17.729 -0.3244
H 4.431 14.627 15.296 0.3032
H 17.813 10.744 23.690 0.3306
N 9.577 15.732 16.911 0.2862
H 14.464 16.118 11.812 0.3009
N 13.427 13.430 23.684 0.1190
H 17.610 11.889 20.527 0.1915
C 14.409 8.306 17.660 -0.3699
N 9.937 9.170 17.457 0.2490
H 14.364 15.245 23.980 0.2951
H 11.543 15.945 16.609 0.3503
H 16.693 12.111 23.408 0.2063
H 16.898 16.087 19.084 0.3529
H 6.884 12.708 17.399 0.3975
H 14.488 13.160 19.566 -0.1488
C 13.462 14.777 24.280 -0.9814
C 8.403 16.340 17.484 -0.8896
O 10.921 17.273 17.932 -0.7305
H 9.035 10.827 18.406 -0.0493
H 10.126 12.166 18.747 -0.5849
C 14.614 16.386 12.849 -0.8786
H 12.432 11.653 23.454 0.2465
H 18.144 12.146 22.586 0.3302
C 10.713 16.347 17.110 0.1520
H 15.540 17.216 19.179 0.3188
H 14.023 9.902 14.866 0.2363
H 9.198 7.707 18.851 0.2733
H 15.750 10.987 16.336 0.1896
H 8.096 17.197 16.884 0.3448
N 6.647 10.899 20.836 0.2423
H 8.659 16.744 18.489 0.3182
C 6.972 11.708 21.959 -1.1261
H 12.337 12.355 25.111 0.2993
H 6.524 12.534 14.088 0.3672
H 15.566 9.046 21.262 0.0521
C 17.396 11.427 22.919 -0.7884
H 16.254 8.928 22.957 0.3722
O 10.443 9.466 15.268 -0.6361
N 5.683 13.149 15.900 0.2455
H 13.232 8.446 15.594 0.1289
H 8.148 9.450 21.051 0.3513
C 14.520 15.279 15.159 -0.3571
H 14.097 16.259 15.525 0.2316
C 11.069 12.420 19.299 -0.2935
H 7.219 11.816 15.552 0.0762
C 15.813 9.608 22.214 -0.5866
C 9.312 14.738 15.975 -0.8491
O 5.490 10.989 18.900 -0.5676
H 7.089 9.158 19.674 0.2306
C 12.333 12.590 24.012 -0.8844
O 12.536 10.636 20.809 -0.6839
H 16.000 16.181 20.659 0.2245
O 16.063 10.826 19.607 -0.4129
C 16.052 9.964 16.691 -0.4941
H 9.158 10.891 16.589 0.1677
H 6.562 8.736 21.279 0.3423
H 3.629 13.343 16.298 0.2753
C 15.307 13.841 19.329 -1.0076
H 10.407 8.886 19.546 0.1018
C 13.854 14.129 13.079 0.0183
H 7.949 9.933 17.354 0.6895
H 5.628 11.266 14.943 0.4236
H 15.645 16.858 12.919 0.2707
N 16.636 10.734 21.844 0.2874
C 12.721 10.644 19.603 0.3474
C 7.106 9.525 20.703 -0.8988
H 13.359 9.973 19.004 0.0691
H 10.881 7.580 18.392 0.3429
H 13.797 14.304 12.029 0.3159
H 15.599 15.326 15.305 0.3343
H 15.721 13.451 18.431 0.5276
C 15.928 16.239 19.552 -0.9038
C 12.502 11.540 17.386 -0.2798
C 13.844 15.507 18.311 -0.1010
H 6.156 12.392 22.085 0.4281
N 14.893 9.036 16.663 0.3017
H 16.000 13.926 20.138 0.4932
C 10.608 8.904 16.329 -0.1127
O 5.589 14.183 17.949 -0.7160
H 8.996 13.823 16.525 0.1527
N 14.330 15.221 13.734 0.2218
H 4.119 13.033 14.538 0.4505
H 13.490 14.731 25.408 0.3145
H 6.979 11.037 22.832 0.3995
H 14.989 8.500 18.596 0.4845
H 7.550 15.668 17.518 0.1718
C 16.746 11.130 20.583 -0.0854
H 16.937 9.535 16.101 0.2884
H 11.641 11.881 16.754 0.0113
C 5.802 11.506 19.939 0.0654
H 7.891 12.271 21.877 0.2663
C 10.111 8.290 18.648 -0.6806
H 8.615 14.946 15.174 0.4056
H 11.449 13.398 19.053 0.2198
O 15.142 13.770 22.325 -0.5898
```

Values from the calculation:
Lowest unoccupied orbital energy (eV): 0.55
Calculated total energy (Eh): -2484.98287
SMILES: CN(C)C=O.CN(C)C=O.CN(C)C=O.CN(C)C=O.CN(C)C=O.CN(C)C=O.CN(C)C=O.CN(C)C=O.CN(C)C=O.CN(C)C=O
Frontier orbital gap (eV): 9.293

---

No. 2
Here is 4 unconnected molecules or ions with the total composition C30H70N5O15P4 at a distorted geometry from the OMol25 dataset. Energies are from wB97M-V/def2-TZVPD.

```
124
Properties=species:S:1:pos:R:3:mulliken_charge:R:1
H 8.430 -5.242 1.962 0.3445
P -5.131 -4.823 -0.427 0.9929
H -5.284 3.259 0.445 0.2984
H 0.434 -0.918 1.813 0.3357
C -5.138 2.375 1.061 -0.5891
C -3.018 -1.342 -1.907 -0.7773
H 9.373 -4.586 -0.590 0.3063
O -5.950 -3.822 -1.113 -0.6866
H 0.629 -4.845 -3.706 0.4786
H 8.711 -6.187 -0.063 0.3435
C 4.401 -0.612 -0.014 -0.4011
P -4.530 6.595 -2.238 1.0420
H 3.044 -1.783 1.238 0.2337
O -6.263 -0.190 3.863 -0.3167
O -3.690 7.269 -3.444 -0.3154
P -5.736 1.329 3.382 1.1947
C 7.893 4.785 0.278 -0.6646
H -4.743 8.299 0.146 0.3310
H -8.152 -0.221 2.959 0.3293
H 2.809 4.517 1.737 0.4022
H -2.493 0.715 -0.379 0.3616
H 2.610 -1.750 -0.490 0.3786
H -5.848 -4.775 1.548 0.3784
H 8.178 4.692 -0.768 0.2348
H -6.866 2.989 6.185 0.2370
C -7.248 -0.832 3.031 -0.6525
H -2.252 -0.612 0.821 0.2782
H 7.005 -1.669 -1.104 0.4710
H 3.833 -0.634 -2.105 0.3246
H -0.930 -6.356 0.082 0.5262
H -3.844 -1.118 -1.226 0.3886
H -3.537 -3.044 -0.101 -0.0857
C -3.204 -2.717 -2.612 -1.1498
H 7.021 -4.445 1.302 0.2987
H -0.643 1.076 1.279 0.3909
H -7.504 -1.787 3.484 0.2481
H -1.130 -3.124 -4.240 0.2096
O 4.429 4.048 0.497 -0.3110
C -2.707 -6.784 1.178 0.2178
H 7.539 -5.867 -1.958 0.3538
C 6.498 -2.637 -1.149 -0.2936
H 4.690 6.439 3.489 0.3061
C -6.558 2.037 5.758 -0.6722
O -5.757 6.306 -3.330 -0.2985
C -2.343 6.856 -3.651 -0.5966
C -0.230 -4.598 -3.103 -0.1757
C 5.656 6.671 3.039 -0.7187
O -4.335 1.287 3.882 -0.6856
H 6.376 -2.972 -0.118 -0.0638
H 2.443 3.563 0.292 0.2093
H -2.148 6.884 -4.721 0.2367
H 6.792 -3.813 -2.941 0.3997
H 2.272 0.523 1.549 0.2302
H 8.138 3.859 0.798 0.3417
C 1.991 -0.013 0.639 -0.4680
O -4.904 -6.045 -1.433 -0.5477
C -1.687 -1.184 -1.152 0.0256
N -1.163 -3.684 -3.402 -0.4758
C -1.836 -0.096 -0.054 -0.8109
C 0.554 -0.606 0.772 -0.2366
H -4.026 -6.440 -1.325 0.3808
H 2.025 0.658 -0.227 0.2673
H -4.168 -3.162 -2.351 0.1257
H 4.343 -2.943 -1.130 0.2126
H -1.237 -5.226 1.392 0.3383
H -7.175 1.245 6.184 0.2450
H -1.663 7.547 -3.151 0.2259
N -2.327 -7.957 1.459 -0.6585
H -3.968 9.245 -1.156 0.3320
O 6.496 5.065 0.325 -0.2982
C -3.828 8.441 -0.429 -0.7408
C -1.691 -4.555 -1.484 0.7571
H -3.043 -0.563 -2.673 0.5587
O 6.353 5.457 2.687 -0.2980
H 4.475 0.460 0.192 0.2234
O -5.997 -5.390 0.815 -0.5159
H 5.512 7.302 2.158 0.3351
H -6.846 -1.012 2.030 0.2427
H 0.547 -1.481 0.115 0.1085
O -4.178 5.156 -1.980 -0.6083
N -0.563 -5.115 -1.939 -0.6699
O -5.713 2.623 2.358 -0.3562
H 8.574 -3.581 1.372 0.2560
H -7.754 5.912 -3.590 0.2542
O 6.100 3.136 2.030 -0.6653
H -1.404 -2.099 -0.626 0.0864
H -0.063 1.165 -0.365 0.5204
H -3.506 -4.163 1.222 0.6696
H 6.390 -5.247 -0.770 0.3554
H 5.125 -1.140 0.611 0.3247
C 8.507 -5.122 -0.202 -0.4099
H -7.373 6.719 -2.063 0.3258
C 2.987 -1.149 0.345 -0.8076
H -1.344 -8.098 1.217 0.2611
C -1.714 -5.787 0.576 -1.0304
C 3.163 3.712 1.092 -0.7219
C -7.039 5.963 -2.773 -0.7173
H 5.002 -2.625 -2.781 0.5770
H -3.257 -2.512 -3.682 0.5150
O -6.764 2.105 4.348 -0.3608
H -5.634 1.527 0.586 0.2813
H 5.529 -0.226 -1.834 0.4856
H -0.873 -0.840 -1.801 0.5533
H 8.450 5.611 0.723 0.2331
N -2.081 -3.654 -2.428 0.7794
C 7.360 -5.055 -1.245 -0.8036
H -3.742 -6.546 1.436 0.3972
C 5.070 -2.374 -1.719 -0.5711
O -3.454 7.215 -1.094 -0.2948
C -0.473 0.474 0.378 -1.1227
H -6.985 4.991 -2.280 0.2945
C 4.718 -0.880 -1.501 -1.0504
H -4.069 2.176 1.155 0.2348
H -5.512 1.857 6.006 0.3264
C -3.519 -4.112 0.127 -0.6499
C 8.102 -4.548 1.183 -1.0776
H -3.025 8.715 0.251 0.2359
P 5.635 4.466 1.549 1.0485
C 7.279 -3.693 -1.969 -0.9315
H 3.257 2.790 1.668 0.3165
H -2.170 5.845 -3.283 0.3008
N -2.327 -4.790 -0.335 0.0541
H 6.260 7.209 3.764 0.2379
H 8.300 -3.340 -2.140 0.3961
```

Values from the calculation:
Lowest unoccupied orbital energy (eV): -3.22
Calculated total energy (Eh): -3952.62955
Frontier orbital gap (eV): 7.994
Net charge: +1

---

- The highest lowest unoccupied orbital energy belongs to which entry?
  C30H70N10O10